This record from the OMol25 dataset describes C28H30LiN7O3 as an isolated structure at a distorted geometry. The level of theory is wB97M-V/def2-TZVPD.

```
69
Properties=species:S:1:pos:R:3:forces:R:3:mulliken_charge:R:1
Li -0.765 -0.090 0.718 -0.5094 -0.0173 0.0071 0.771
C -0.958 1.862 4.559 0.0096 -0.0487 0.0212 -1.018
C -1.645 3.043 4.285 0.0340 -0.0330 -0.0784 -0.224
C -1.886 3.394 2.978 -0.0874 0.0339 -0.1141 -0.921
C -1.426 2.547 1.960 -0.0179 -0.2600 0.1636 0.411
N -0.785 1.413 2.220 -0.0686 0.0754 -0.1414 0.588
C -0.553 1.084 3.494 0.0422 0.0654 0.0526 -0.444
C -0.578 2.698 -0.349 -1.4033 -0.5997 -0.8346 1.070
C -0.863 3.671 -1.423 0.0420 0.0065 0.1263 -1.539
C -1.159 3.231 -2.672 0.0827 -0.0982 0.1326 -0.351
C -1.135 1.857 -2.971 -0.0223 -0.0924 -0.1738 -1.058
C -0.770 1.000 -1.956 0.1270 0.0051 -0.1687 -0.834
N -0.441 1.353 -0.714 0.2354 0.5763 0.4498 0.489
H -0.738 1.557 5.573 -0.0038 -0.0170 -0.0062 0.381
H -1.964 3.693 5.092 -0.0393 -0.0098 -0.0062 0.366
H -2.395 4.307 2.702 0.0238 0.0010 0.0007 0.447
H -0.005 0.162 3.635 0.0206 -0.0486 0.0251 0.361
H -0.845 4.717 -1.147 -0.0724 0.0014 -0.0341 0.422
H -1.409 3.945 -3.449 0.0170 0.0714 0.0341 0.379
H -1.388 1.484 -3.953 -0.0083 -0.0513 0.0356 0.456
H -0.724 -0.069 -2.145 -0.0469 -0.0053 0.0199 0.493
C 5.256 1.976 -0.693 0.0014 -0.1484 -0.1221 -1.471
C 4.798 0.791 -1.545 -0.2068 0.0904 0.1247 0.872
C 3.709 1.211 -2.534 0.2383 0.0015 0.0863 -1.278
C 4.335 -0.401 -0.680 0.2152 -0.0065 -0.2663 -1.183
N 3.705 -0.081 0.585 -0.2606 0.1029 -0.0084 1.015
C 2.414 0.091 0.919 0.2534 -0.2501 0.1207 -0.896
N 2.347 0.206 2.224 -0.1499 0.2845 0.0527 0.203
N 3.611 0.128 2.677 0.1183 -0.0385 0.0803 -0.714
N 4.437 -0.052 1.715 -0.0395 -0.0360 -0.1346 -0.368
H 5.798 2.694 -1.311 -0.0332 0.0198 0.0069 0.468
H 5.908 1.652 0.120 0.0017 0.0380 0.0119 0.385
H 4.390 2.479 -0.264 -0.0041 0.0352 0.0939 0.178
H 5.657 0.423 -2.117 -0.0169 -0.0437 0.0122 0.296
H 2.814 1.531 -2.003 -0.1626 0.0458 0.0300 0.155
H 3.447 0.387 -3.201 -0.0467 0.0250 0.0110 0.393
H 4.057 2.049 -3.144 -0.0553 -0.0029 -0.0133 0.396
H 5.200 -1.010 -0.420 -0.0639 -0.0500 0.0251 0.313
H 3.635 -1.014 -1.249 0.0134 -0.0786 0.0591 0.416
H 1.577 0.109 0.236 0.1467 -0.0050 -0.0316 0.832
C -3.852 -0.627 0.520 0.0879 0.2107 0.1118 -1.651
C -3.825 -1.574 -0.491 -0.1046 0.1932 0.0886 1.328
C -4.150 -2.957 -0.278 0.0594 -0.0894 -0.0255 -0.797
C -4.083 -3.889 -1.288 -0.0204 0.1384 0.0226 -0.224
C -3.723 -3.534 -2.593 0.0224 -0.1978 -0.2466 -0.659
C -3.422 -2.190 -2.843 -0.0312 -0.0189 0.1109 -0.147
C -3.477 -1.243 -1.846 0.0450 -0.0328 -0.0272 -0.681
H -4.141 -0.888 1.532 0.0547 -0.0528 -0.0145 0.185
H -3.625 0.417 0.319 -0.0449 -0.0123 -0.0512 0.314
H -4.421 -3.266 0.728 0.0317 -0.0282 -0.0058 0.225
H -4.307 -4.930 -1.065 -0.0084 0.0052 0.0327 0.310
H -3.659 -4.279 -3.379 0.0086 0.0163 0.0224 0.298
H -3.131 -1.889 -3.847 -0.0103 0.0323 0.0044 0.316
H -3.233 -0.208 -2.064 -0.0300 -0.0155 -0.0443 0.322
O 1.752 2.843 -0.021 0.5729 -0.7088 -0.3778 -0.648
N 0.684 3.257 0.350 0.7125 0.2622 0.2349 1.102
O 0.584 4.206 1.094 -0.4763 0.4743 0.4877 -0.693
O -1.662 2.896 0.686 0.4783 0.2100 0.0624 -0.345
C -0.161 -5.010 0.787 -0.0288 -0.0050 -0.0131 -0.289
C 0.179 -4.259 -0.329 0.0434 -0.0951 -0.0625 -0.623
C 0.062 -2.872 -0.297 -0.0025 0.1155 0.0446 -0.089
C -0.403 -2.138 0.813 0.3477 0.0109 -0.0643 -0.062
C -0.737 -2.957 1.910 -0.0101 0.1270 0.0180 -0.343
C -0.625 -4.343 1.915 -0.0204 -0.0567 0.0439 -0.592
H -0.096 -6.094 0.770 0.0263 0.0073 0.0074 0.297
H 0.523 -4.762 -1.230 -0.0188 0.0242 -0.0090 0.305
H 0.327 -2.335 -1.212 0.0127 -0.0390 -0.0179 0.121
H -1.132 -2.488 2.813 0.0105 -0.0366 0.0175 0.177
H -0.911 -4.915 2.796 -0.0106 0.0225 0.0005 0.288
```
Positions in Å, forces in eV/Å.

HOMO	0.80	eV
ΔE to the lowest compared entry with this formula, charge and spin	70.8	kJ/mol
total charge	-2

***

This record from the OMol25 dataset describes C28H30N4O2S2W as an isolated structure at a distorted geometry. The level of theory is wB97M-V/def2-TZVPD.

```
67
Properties=species:S:1:pos:R:3:forces:R:3:mulliken_charge:R:1
W -0.179 0.306 0.092 0.1313 -0.4861 1.0240 1.818
C 1.129 2.067 2.346 0.1769 0.0032 -0.0581 -1.805
N 1.608 1.359 1.124 -0.0002 0.1663 -0.0591 0.733
C 2.192 2.379 0.193 -0.0177 -0.1301 0.1154 -1.427
C 1.101 3.332 -0.178 -0.2053 0.0586 -0.0791 -1.083
N -0.145 2.594 -0.601 0.0880 0.1214 -0.1257 0.586
C -0.195 2.583 -2.098 0.0054 0.0287 0.1661 -1.562
C -1.340 3.336 -0.150 0.3230 0.0868 -0.1045 -0.494
C -1.350 4.726 -0.115 -0.0790 -0.0031 0.0172 -0.315
C -2.505 5.394 0.255 -0.0094 -0.0277 0.0034 -1.058
C -3.648 4.670 0.573 -0.0193 -0.0077 0.0058 -0.655
C -3.640 3.288 0.511 -0.0393 0.0252 0.0220 -0.772
C -2.479 2.614 0.137 -0.2276 -0.0635 0.0854 1.098
S -2.533 0.860 -0.048 0.0835 -0.1413 -0.2098 -0.428
C 2.655 0.371 1.407 -0.2022 0.2348 0.0893 0.015
C 3.457 0.413 2.529 0.0872 -0.0746 0.0399 -0.445
C 4.466 -0.538 2.664 -0.0177 0.0205 -0.0287 -0.943
C 4.668 -1.489 1.676 -0.0403 0.0042 -0.0067 -0.710
C 3.860 -1.509 0.544 0.0644 -0.0316 0.0146 -0.800
C 2.850 -0.570 0.413 0.1107 -0.1531 -0.1994 0.764
S 1.815 -0.512 -1.023 -0.1634 -0.0173 0.0171 -0.379
H 1.852 2.834 2.627 -0.0166 -0.0002 0.0462 0.521
H 1.025 1.357 3.156 -0.0030 -0.0131 0.0373 0.527
H 0.165 2.532 2.160 -0.0234 0.0116 0.0083 0.355
H 2.604 1.858 -0.664 0.0151 0.0076 -0.0662 0.639
H 3.005 2.898 0.704 0.0133 0.0065 0.0084 0.461
H 1.430 3.993 -0.979 0.0045 0.0120 0.0005 0.420
H 0.838 3.955 0.670 0.0526 0.0122 0.0276 0.891
H -0.092 3.603 -2.466 -0.0191 0.0153 -0.0469 0.551
H -1.166 2.199 -2.389 -0.0532 -0.0114 -0.0573 0.355
H 0.611 1.964 -2.494 0.0313 0.0088 -0.0079 0.485
H -0.472 5.301 -0.381 -0.0207 -0.0085 0.0022 0.477
H -2.513 6.474 0.291 -0.0025 -0.0161 -0.0028 0.436
H -4.553 5.185 0.866 0.0162 -0.0018 -0.0043 0.424
H -4.533 2.723 0.747 0.0170 0.0033 -0.0037 0.483
H 3.319 1.161 3.298 0.0092 -0.0213 -0.0126 0.503
H 5.095 -0.523 3.543 0.0028 -0.0139 -0.0045 0.464
H 5.456 -2.223 1.784 -0.0062 0.0104 -0.0038 0.454
H 4.014 -2.247 -0.233 0.0047 0.0044 0.0189 0.506
O -0.988 -5.396 1.583 0.0421 0.0235 0.0392 -0.499
C -0.444 -4.534 2.548 -0.0401 0.0326 -0.1360 -1.032
C -0.549 -3.099 2.082 -0.0054 -0.0297 0.2655 0.904
C -0.552 -2.156 3.101 0.0004 -0.1738 -0.0821 -0.891
C -0.601 -0.783 2.943 0.0618 0.4032 -0.2249 -0.091
N -0.413 -0.135 1.823 -0.0159 0.0700 -0.1435 -0.349
C -0.620 -1.781 -0.090 -0.3097 -0.0056 0.0225 0.188
C -0.690 -2.900 0.688 0.0890 0.0639 -0.1683 -0.203
C -0.899 -1.856 -1.526 0.0213 0.1126 0.2193 0.616
C -1.217 -2.915 -2.345 -0.0488 -0.0564 -0.0536 -0.611
C -1.431 -2.657 -3.696 -0.0293 0.0085 -0.0500 0.126
C -1.797 -3.760 -4.648 0.0257 -0.0151 0.1547 -0.575
O -1.560 -4.988 -4.001 -0.0002 0.0581 -0.0441 -0.494
C -1.314 -1.345 -4.140 -0.0305 0.0945 -0.0289 -1.164
C -0.990 -0.331 -3.255 -0.0657 -0.2310 0.0382 -0.447
N -0.781 -0.590 -1.965 0.2218 0.2616 -0.4299 0.182
H -0.994 -6.298 1.920 0.0152 -0.0353 -0.0024 0.336
H 0.631 -4.716 2.697 0.0150 -0.0349 0.0299 0.334
H -0.931 -4.638 3.519 -0.0557 -0.0065 0.0188 0.425
H -0.590 -2.511 4.123 -0.0104 -0.0378 -0.0213 0.444
H -0.793 -0.164 3.820 0.0114 -0.0250 0.0217 0.527
H -0.871 -3.828 0.157 0.0264 -0.0376 0.0175 0.505
H -1.297 -3.924 -1.966 -0.0060 0.0093 -0.0248 0.692
H -1.210 -3.650 -5.565 0.0424 -0.0171 -0.0074 0.369
H -2.854 -3.639 -4.915 -0.0178 0.0037 -0.0223 0.328
H -1.760 -5.712 -4.601 -0.0288 -0.0519 -0.0224 0.326
H -1.464 -1.095 -5.183 0.0012 -0.0275 0.0111 0.471
H -0.892 0.683 -3.600 0.0193 0.0245 -0.0452 0.491
```
Positions in Å, forces in eV/Å.

HOMO (alpha / beta)	-13.41 / -13.41	eV
total charge	+2